(1)
{
  "formula": "C17H13BrF2N6RuS2",
  "method": "wB97M-V/def2-TZVPD",
  "multiplicity": 2,
  "e_above_lowest_kcal_mol": 4.60,
  "total_charge": -1,
  "elements": ["Ru", "F", "C", "C", "C", "C", "C", "F", "C", "C", "C", "C", "C", "C", "N", "H", "H", "H", "H", "H", "H", "Br", "S", "C", "N", "N", "C", "C", "C", "C", "N", "N", "C", "N", "S", "H", "H", "H", "H", "H", "H", "H"],
  "positions_angstrom": [[-0.316, -1.480, 0.942], [4.296, 1.294, 1.485], [2.943, 1.272, 1.561], [2.269, 0.102, 1.307], [0.877, 0.093, 1.382], [0.190, 1.282, 1.720], [0.938, 2.433, 1.954], [0.328, 3.609, 2.268], [2.311, 2.462, 1.883], [-1.274, 1.185, 1.836], [-2.149, 2.208, 2.209], [-3.497, 1.935, 2.341], [-3.966, 0.650, 2.116], [-3.052, -0.314, 1.738], [-1.756, -0.048, 1.578], [2.809, -0.795, 1.034], [2.863, 3.370, 2.071], [-1.772, 3.198, 2.401], [-4.178, 2.726, 2.631], [-5.009, 0.392, 2.230], [-3.338, -1.342, 1.551], [-0.306, -2.355, 3.215], [-3.396, -4.385, -1.523], [-2.455, -3.444, -0.577], [-1.774, -2.771, 0.090], [2.055, -3.362, -0.002], [1.161, -2.725, 0.369], [3.395, 0.653, -3.073], [2.549, -0.532, -3.531], [1.235, -0.583, -2.813], [1.142, -0.549, -1.541], [-0.146, -0.679, -1.083], [-1.026, -0.738, -2.049], [-2.378, -0.704, -1.873], [-0.305, -0.721, -3.616], [4.368, 0.642, -3.564], [3.548, 0.607, -1.995], [2.902, 1.599, -3.304], [3.068, -1.468, -3.316], [2.377, -0.499, -4.608], [-2.631, -0.942, -0.921], [-2.901, -1.277, -2.522]],
  "nbo_charge": [0.51, -0.34, 0.43, -0.33, -0.01, -0.19, 0.42, -0.35, -0.39, 0.23, -0.24, -0.16, -0.27, 0.07, -0.42, 0.26, 0.23, 0.24, 0.21, 0.22, 0.23, -0.38, -0.32, 0.19, -0.61, -0.56, 0.12, -0.59, -0.44, 0.06, -0.22, -0.31, 0.27, -0.79, 0.35, 0.20, 0.24, 0.20, 0.24, 0.20, 0.42, 0.40]
}

=====

(2)
{
  "formula": "C25H50B6F24N6O4",
  "method": "wB97M-V/def2-TZVPD",
  "multiplicity": 1,
  "energy_ev": -113167.747,
  "elements": ["C", "C", "O", "N", "H", "H", "C", "H", "H", "H", "H", "H", "H", "C", "C", "O", "N", "H", "H", "C", "H", "H", "H", "H", "H", "H", "C", "C", "O", "N", "H", "H", "C", "H", "H", "H", "H", "H", "H", "C", "N", "C", "C", "C", "C", "C", "C", "C", "C", "N", "C", "C", "C", "H", "H", "H", "H", "H", "H", "H", "H", "H", "H", "H", "H", "H", "H", "C", "C", "C", "O", "C", "N", "H", "H", "H", "H", "H", "H", "H", "H", "H", "H", "H", "H", "B", "F", "F", "F", "F", "B", "F", "F", "F", "F", "B", "F", "F", "F", "F", "B", "F", "F", "F", "F", "B", "F", "F", "F", "F", "B", "F", "F", "F", "F"],
  "positions_angstrom": [[-10.484, -2.954, -15.244], [-10.874, -1.595, -15.659], [-11.557, -1.413, -16.721], [-10.488, -0.409, -14.695], [-9.488, -0.267, -14.682], [-10.880, 0.427, -15.104], [-11.061, -0.396, -13.264], [-10.857, -3.865, -15.713], [-11.022, -3.209, -14.331], [-9.405, -2.894, -15.105], [-12.146, -0.293, -13.287], [-10.470, 0.364, -12.752], [-10.849, -1.402, -12.900], [-9.482, 4.505, -19.032], [-9.661, 3.018, -19.019], [-8.907, 2.277, -19.640], [-11.020, 2.334, -18.439], [-10.939, 2.452, -17.439], [-11.786, 2.873, -18.817], [-11.182, 0.875, -18.877], [-9.301, 4.691, -17.974], [-10.402, 4.990, -19.359], [-8.665, 4.957, -19.595], [-10.494, 0.156, -18.432], [-11.056, 0.824, -19.958], [-12.161, 0.693, -18.434], [-9.543, -5.817, -20.526], [-9.344, -4.809, -19.457], [-9.195, -5.001, -18.221], [-9.014, -3.406, -19.971], [-8.157, -3.407, -20.505], [-9.705, -3.052, -20.617], [-8.668, -2.297, -18.952], [-9.385, -6.780, -20.041], [-8.684, -5.713, -21.189], [-10.490, -5.704, -21.054], [-9.322, -2.269, -18.080], [-8.331, -1.458, -19.561], [-7.718, -2.659, -18.559], [-12.773, -7.262, -11.840], [-12.521, -7.738, -13.155], [-11.465, -8.537, -13.336], [-11.242, -9.123, -14.631], [-12.191, -8.764, -15.673], [-13.220, -7.883, -15.451], [-13.362, -7.367, -14.151], [-11.970, -9.383, -16.973], [-11.709, -8.472, -18.076], [-11.518, -9.001, -19.395], [-11.516, -10.331, -19.599], [-11.680, -11.250, -18.602], [-11.798, -10.778, -17.253], [-11.393, -10.683, -21.060], [-13.387, -8.029, -11.367], [-13.312, -6.324, -11.705], [-11.842, -7.109, -11.294], [-10.858, -8.762, -12.471], [-10.385, -9.780, -14.656], [-13.870, -7.720, -16.299], [-14.214, -6.764, -13.873], [-11.861, -7.413, -17.928], [-11.409, -8.304, -20.212], [-11.862, -12.268, -18.914], [-11.937, -11.448, -16.417], [-12.362, -11.103, -21.327], [-10.531, -11.347, -21.127], [-11.183, -9.812, -21.681], [-7.205, -12.561, -18.922], [-6.655, -11.268, -18.304], [-7.644, -10.317, -17.585], [-7.004, -8.994, -17.309], [-7.814, -7.898, -17.409], [-5.683, -11.654, -17.152], [-5.298, -10.779, -16.827], [-6.211, -12.107, -16.419], [-4.962, -12.314, -17.406], [-7.657, -12.480, -19.911], [-7.967, -13.213, -18.496], [-6.396, -13.284, -19.028], [-6.065, -10.594, -18.924], [-8.102, -10.755, -16.699], [-8.507, -10.253, -18.248], [-8.569, -8.008, -16.631], [-8.235, -7.940, -18.414], [-7.333, -6.952, -17.160], [-7.769, -8.787, -21.346], [-7.579, -7.601, -21.951], [-7.890, -9.688, -22.452], [-6.688, -9.211, -20.594], [-8.865, -8.791, -20.546], [-11.936, -1.954, -21.174], [-10.615, -1.906, -21.533], [-12.812, -1.400, -22.154], [-12.260, -3.297, -21.107], [-12.151, -1.384, -19.892], [-8.078, 0.807, -16.203], [-7.922, -0.434, -16.808], [-9.177, 1.508, -16.615], [-8.124, 0.536, -14.856], [-6.918, 1.465, -16.454], [-9.670, -4.726, -24.568], [-10.499, -4.362, -25.622], [-10.063, -5.999, -24.194], [-8.311, -4.655, -24.843], [-9.968, -4.031, -23.401], [-13.959, -7.658, -21.934], [-14.426, -8.388, -20.900], [-15.011, -6.967, -22.483], [-12.901, -6.842, -21.520], [-13.461, -8.490, -22.945], [-6.038, -3.071, -21.345], [-4.728, -3.364, -21.653], [-6.381, -1.760, -21.317], [-7.029, -3.673, -22.138], [-6.142, -3.570, -20.094]],
  "mulliken_charge": [-1.26, 0.71, -0.45, 0.09, 0.43, 0.29, -0.84, 0.28, 0.47, 0.35, 0.34, 0.37, 0.34, -1.17, 0.75, -0.33, -0.09, 0.39, 0.41, -0.86, 0.32, 0.33, 0.33, 0.00, 0.44, 0.47, 0.66, 0.40, -0.69, 1.00, -0.31, 0.22, -0.93, -1.20, 0.16, 0.50, 0.10, 0.56, 0.56, -1.04, 0.06, -0.34, -0.63, 0.50, -0.49, -0.46, 0.89, -0.77, -0.61, 0.45, -0.68, -0.62, -0.89, 0.39, 0.37, 0.35, 0.44, 0.40, 0.72, 0.51, 0.62, 0.51, 0.56, 0.60, 0.43, 0.36, 0.26, -1.52, 0.04, 0.18, -0.51, 0.04, -0.26, 0.37, 0.32, 0.35, 0.37, 0.38, 0.40, 0.44, 0.51, -0.39, 0.14, -0.18, 0.30, -0.07, -0.21, -0.38, -0.30, 0.13, 0.35, -0.44, -0.34, -0.24, -0.32, -0.01, -0.16, -0.19, -0.38, -0.33, 0.31, -0.39, -0.37, -0.42, -0.15, 0.40, -0.41, -0.37, -0.19, -0.42, 0.23, -0.38, -0.34, -0.29, -0.32]
}

=====

(3)
{
  "formula": "C4H14NO",
  "method": "wB97M-V/def2-TZVPD",
  "multiplicity": 1,
  "e_above_lowest_kcal_mol": 2.66,
  "total_charge": 1,
  "elements": ["C", "C", "C", "C", "N", "H", "H", "H", "H", "H", "H", "H", "H", "H", "H", "H", "H", "H", "H", "O"],
  "positions_angstrom": [[-0.977, -1.206, 0.963], [-0.812, 0.166, 0.301], [-0.835, 0.114, -1.222], [-0.941, 1.464, -1.915], [0.502, 0.779, 0.733], [-2.022, -1.395, 1.199], [-0.638, -2.011, 0.306], [-0.426, -1.310, 1.899], [-1.614, 0.765, 0.732], [-1.712, -0.488, -1.471], [0.045, -0.466, -1.518], [-0.709, 1.370, -2.977], [-0.213, 2.207, -1.578], [-1.966, 1.816, -1.834], [1.290, 0.093, 0.889], [0.381, 1.266, 1.622], [0.822, 1.476, 0.059], [3.048, -1.324, 1.618], [2.513, -1.983, 0.354], [2.417, -1.180, 0.892]],
  "nbo_charge": [-0.63, -0.04, -0.42, -0.62, -0.71, 0.25, 0.23, 0.23, 0.22, 0.24, 0.21, 0.24, 0.19, 0.23, 0.47, 0.43, 0.43, 0.51, 0.51, -0.97]
}

=====

(4)
{
  "formula": "C3H12O2S",
  "method": "wB97M-V/def2-TZVPD",
  "multiplicity": 2,
  "e_above_lowest_kcal_mol": 17.43,
  "total_charge": -1,
  "elements": ["C", "C", "S", "C", "H", "H", "H", "H", "H", "H", "H", "H", "H", "H", "O", "H", "H", "O"],
  "positions_angstrom": [[-2.865, -0.151, -0.268], [-1.369, -0.468, -0.381], [-0.814, -1.346, 1.097], [0.945, -1.148, 0.809], [-3.106, 0.013, 0.793], [-3.500, -1.016, -0.479], [-3.120, 0.764, -0.781], [-0.801, 0.460, -0.434], [-1.220, -1.066, -1.273], [1.161, -0.098, 0.658], [1.663, -1.418, 1.586], [1.271, -1.715, -0.066], [1.887, 0.367, -1.975], [2.890, -0.816, -1.523], [2.803, 0.094, -1.833], [1.268, 3.051, 0.803], [1.848, 2.224, 1.921], [1.059, 2.268, 1.345]],
  "nbo_charge": [-0.62, -0.56, 0.14, -0.85, 0.21, 0.20, 0.21, 0.22, 0.19, 0.25, 0.22, 0.18, 0.45, 0.46, -1.04, 0.34, 0.36, -1.37]
}

=====

(5)
{
  "formula": "C3H10NO2",
  "method": "wB97M-V/def2-TZVPD",
  "multiplicity": 1,
  "e_above_lowest_kcal_mol": 19.05,
  "total_charge": -1,
  "elements": ["C", "N", "C", "O", "C", "H", "H", "H", "H", "H", "H", "H", "H", "H", "H", "O"],
  "positions_angstrom": [[0.239, -1.433, 1.189], [-0.394, -0.252, 0.637], [-0.317, -0.243, -0.916], [0.690, 0.368, -1.527], [-0.162, -1.590, 2.677], [-0.175, -2.300, 0.701], [1.349, -1.367, 1.105], [-0.004, 0.637, 0.942], [-1.298, 0.168, -1.196], [-0.185, -1.395, -1.120], [-1.225, -1.383, 2.948], [0.204, -0.815, 3.403], [0.133, -2.567, 3.066], [-0.888, 2.622, -2.015], [0.346, 1.867, -1.683], [0.053, 2.825, -1.972]],
  "nbo_charge": [-0.22, -0.71, 0.15, -0.91, -0.62, 0.18, 0.16, 0.35, 0.08, 0.07, 0.20, 0.19, 0.18, 0.43, 0.50, -1.04]
}

=====

(6)
{
  "formula": "C5H11NO",
  "method": "wB97M-V/def2-TZVPD",
  "multiplicity": 1,
  "e_above_lowest_kcal_mol": 2.05,
  "smiles": "CNC(=O)C(C)C",
  "elements": ["C", "N", "C", "O", "C", "C", "C", "H", "H", "H", "H", "H", "H", "H", "H", "H", "H", "H"],
  "positions_angstrom": [[2.842, 0.084, -0.154], [1.456, 0.078, -0.570], [0.444, 0.306, 0.314], [0.652, 0.568, 1.488], [-0.963, 0.135, -0.256], [-1.344, -1.349, -0.153], [-1.952, 1.016, 0.502], [3.321, 1.055, -0.327], [3.395, -0.688, -0.694], [2.875, -0.127, 0.916], [1.231, -0.126, -1.531], [-0.954, 0.423, -1.317], [-1.464, -1.630, 0.899], [-0.573, -1.995, -0.588], [-2.288, -1.547, -0.671], [-2.975, 0.832, 0.156], [-1.898, 0.797, 1.571], [-1.728, 2.079, 0.370]],
  "nbo_charge": [-0.42, -0.62, 0.68, -0.63, -0.30, -0.60, -0.60, 0.19, 0.20, 0.23, 0.39, 0.20, 0.22, 0.21, 0.21, 0.20, 0.23, 0.21]
}